[1]
{"formula": "C14H27ClN2O6S", "method": "the ωB97M-V functional and the def2-TZVPD basis", "elements": ["C", "C", "O", "C", "C", "O", "N", "O", "O", "S", "O", "O", "C", "C", "C", "C", "Cl", "C", "C", "C", "C", "C", "C", "N", "H", "H", "H", "H", "H", "H", "H", "H", "H", "H", "H", "H", "H", "H", "H", "H", "H", "H", "H", "H", "H", "H", "H", "H", "H", "H", "H"], "xyz": [[0.01395, -4.76170, -2.28188], [-0.65154, -3.40175, -2.19675], [0.35498, -2.48253, -1.76519], [0.01747, -1.12731, -1.65789], [0.97393, -0.36244, -2.59685], [0.48533, -0.43295, -3.93807], [0.44628, 0.87569, -4.54726], [1.42815, 1.11411, -5.11089], [-1.30426, -0.85256, -2.15298], [-2.54414, -0.62271, -1.17830], [-3.53035, 0.01465, -1.98976], [-2.88068, -1.84767, -0.52300], [-1.97596, 0.51926, 0.08935], [-2.70033, 1.85196, -0.02654], [-2.46222, 2.81816, 1.14793], [-1.28684, 3.78201, 0.96224], [-2.31094, 1.95426, 2.72493], [-0.44514, 0.65710, 0.04169], [0.20609, -0.69777, -0.20316], [1.69308, -0.66952, 0.18184], [1.89780, -0.71509, 1.71339], [2.38314, 0.60948, 2.29732], [2.54324, 0.58352, 3.83861], [1.86300, 1.67577, 4.55733], [0.55796, -4.98486, -1.36687], [0.74590, -4.75063, -3.09054], [-0.71915, -5.53528, -2.49067], [-1.02458, -3.12469, -3.18122], [-1.46973, -3.42814, -1.47919], [1.10072, 0.67174, -2.28637], [1.92266, -0.89219, -2.58140], [-2.18854, 0.00867, 1.02410], [-3.76514, 1.69633, -0.16815], [-2.33479, 2.35397, -0.92445], [-3.36437, 3.41344, 1.25054], [-1.64326, 4.74574, 0.60604], [-0.80914, 3.96559, 1.92308], [-0.52225, 3.39397, 0.29622], [-0.14596, 1.37280, -0.72162], [-0.15373, 1.00072, 1.03167], [-0.26732, -1.44550, 0.43631], [2.21940, -1.49432, -0.29302], [2.15867, 0.25205, -0.17694], [2.66427, -1.46026, 1.92747], [0.97740, -1.02829, 2.20865], [3.34660, 0.85755, 1.84647], [1.70335, 1.42432, 2.04008], [2.16975, -0.36089, 4.22587], [3.60023, 0.69804, 4.06693], [2.15746, 2.54918, 4.13465], [0.86956, 1.61898, 4.35626]], "nbo_charge": [-0.616, -0.072, -0.566, 0.536, -0.134, -0.452, 0.409, -0.214, -0.717, 2.395, -0.922, -0.939, -0.487, -0.424, -0.168, -0.634, -0.088, -0.425, -0.217, -0.402, -0.403, -0.416, -0.219, -0.813, 0.211, 0.207, 0.215, 0.182, 0.195, 0.180, 0.214, 0.267, 0.247, 0.226, 0.223, 0.226, 0.230, 0.209, 0.206, 0.234, 0.228, 0.228, 0.195, 0.212, 0.196, 0.200, 0.188, 0.188, 0.190, 0.342, 0.346], "lumo_energy_ha": -0.014, "total_charge": 0, "orbital_gap_ev": 9.1590, "smiles": "CCO[C@@]1(CON=O)OS(=O)(=O)[C@H](C[C@H](C)Cl)C[C@@H]1CCCCN"}

[2]
{"formula": "C14H27MoN2OSi", "method": "the ωB97M-V functional and the def2-TZVPD basis", "elements": ["Mo", "N", "C", "C", "C", "N", "H", "H", "H", "H", "H", "H", "H", "H", "H", "H", "C", "Si", "C", "C", "C", "C", "C", "C", "C", "H", "H", "H", "H", "H", "H", "H", "H", "H", "H", "H", "C", "O", "C", "C", "H", "H", "H", "H", "H", "H"], "xyz": [[0.07010, -0.36075, -0.23194], [1.76205, -0.65821, -1.63260], [1.99167, -2.08591, -2.06470], [0.80928, -2.64598, -2.83389], [-0.39733, -2.98409, -1.98299], [-1.08257, -1.73746, -1.44939], [1.66963, -0.10042, -2.48206], [2.63354, -0.33060, -1.21733], [2.20379, -2.67534, -1.16958], [2.88758, -2.10088, -2.68595], [1.12992, -3.56976, -3.31990], [0.53208, -1.97507, -3.65502], [-0.11696, -3.59518, -1.12471], [-1.14309, -3.54089, -2.55028], [-1.92332, -2.03335, -0.94610], [-1.43833, -1.23070, -2.26604], [-0.97494, 2.50621, -1.99206], [0.06990, 2.09153, -0.52695], [0.93067, 3.49297, 0.30360], [-0.99151, 1.06988, 0.87169], [-0.79802, 1.60894, 2.16232], [-1.87382, 1.75982, 3.01732], [-3.14979, 1.38217, 2.60730], [-3.36959, 0.87469, 1.33136], [-2.30586, 0.73221, 0.45123], [-1.72451, 3.23587, -1.66725], [-1.49000, 1.67426, -2.47280], [-0.35424, 2.99842, -2.74695], [0.14342, 4.21773, 0.53991], [1.61929, 3.98297, -0.38997], [1.47262, 3.24373, 1.21155], [0.19114, 1.88391, 2.50418], [-1.72446, 2.16051, 4.01148], [-3.98713, 1.50887, 3.28219], [-4.37544, 0.64461, 1.00485], [-2.52576, 0.46691, -0.58145], [2.74507, 0.45543, 1.97891], [1.97296, -0.76921, 2.14224], [1.02740, -1.11496, 1.36291], [0.40127, -2.42441, 1.74401], [2.62305, 1.02501, 2.89642], [2.38242, 1.00520, 1.10703], [3.78070, 0.14890, 1.85826], [1.12833, -3.05270, 2.26207], [-0.01308, -2.97872, 0.89986], [-0.41812, -2.20615, 2.43920]], "nbo_charge": [0.786, -0.783, -0.232, -0.461, -0.219, -0.805, 0.412, 0.424, 0.217, 0.260, 0.296, 0.229, 0.220, 0.264, 0.434, 0.424, -1.163, 1.567, -1.148, -0.458, -0.157, -0.172, -0.080, -0.159, -0.240, 0.308, 0.257, 0.306, 0.305, 0.305, 0.271, 0.237, 0.273, 0.274, 0.269, 0.231, -0.252, -0.395, 0.395, -0.738, 0.246, 0.164, 0.255, 0.311, 0.229, 0.294], "lumo_energy_ha": [-0.438, -0.429], "total_charge": 3, "orbital_gap_ev": [7.2517, 7.3700]}

[3]
{"formula": "C14H28Br14", "method": "the ωB97M-V functional and the def2-TZVPD basis", "elements": ["Br", "C", "C", "Br", "H", "H", "H", "H", "Br", "C", "C", "Br", "H", "H", "H", "H", "Br", "C", "C", "Br", "H", "H", "H", "H", "Br", "C", "C", "Br", "H", "H", "H", "H", "Br", "C", "C", "Br", "H", "H", "H", "H", "Br", "C", "C", "Br", "H", "H", "H", "H", "Br", "C", "C", "Br", "H", "H", "H", "H"], "xyz": [[-4.05814, 5.51955, -0.14573], [-2.62299, 4.67006, 0.92044], [-3.13176, 4.34615, 2.34107], [-3.86567, 5.98953, 3.24356], [-1.75559, 5.32842, 0.87295], [-2.30510, 3.71979, 0.49144], [-2.28019, 4.09045, 2.97158], [-3.81835, 3.50357, 2.42326], [-2.56849, 1.10910, -1.70330], [-4.53579, 1.29158, -1.54279], [-4.79317, 1.89661, -0.14378], [-6.67738, 2.26567, 0.12816], [-4.90309, 0.26535, -1.54897], [-4.93629, 1.84371, -2.39298], [-4.23208, 2.77264, 0.18153], [-4.51200, 1.11291, 0.55969], [2.16368, -6.30331, 0.58137], [2.42915, -5.55438, -1.24630], [3.79763, -4.96210, -1.39239], [3.61883, -3.65270, -2.83838], [1.58310, -4.89219, -1.43011], [2.30299, -6.31114, -2.02057], [4.67025, -5.61369, -1.43787], [3.99487, -4.46039, -0.44504], [-1.13541, 1.34536, 1.71555], [-0.69024, -0.35815, 0.89370], [0.63329, -0.30786, 0.08578], [1.03266, -2.06074, -0.67573], [-1.52941, -0.56620, 0.22994], [-0.55812, -1.01427, 1.75402], [1.44614, -0.05786, 0.76758], [0.64217, 0.42674, -0.71945], [5.46484, 0.93730, -3.78072], [3.50662, 1.27329, -3.33225], [2.67134, 0.24653, -4.14041], [0.82004, 0.47183, -3.65991], [3.23071, 2.27207, -3.67047], [3.49873, 1.11423, -2.25395], [2.91893, -0.79405, -3.93068], [2.72860, 0.46210, -5.20735], [-5.48085, 1.50881, 3.66212], [-4.95707, -0.39964, 3.86462], [-4.56176, -0.96079, 2.47978], [-3.78456, -2.69481, 2.83539], [-5.87508, -0.82947, 4.26536], [-4.08289, -0.40120, 4.51570], [-3.79680, -0.32006, 2.04118], [-5.40761, -1.02448, 1.79524], [4.16920, -0.50117, 1.38674], [5.59090, -1.03466, 0.14021], [6.90863, -0.41970, 0.58301], [7.67702, -1.70042, 1.93006], [5.48592, -0.69490, -0.89015], [5.57010, -2.12222, 0.21011], [6.82175, 0.57433, 1.02171], [7.47777, -0.34513, -0.34362]], "nbo_charge": [-0.011, -0.459, -0.432, -0.031, 0.234, 0.235, 0.227, 0.234, -0.041, -0.412, -0.459, 0.011, 0.224, 0.236, 0.229, 0.210, -0.022, -0.434, -0.457, -0.007, 0.235, 0.223, 0.241, 0.226, -0.035, -0.448, -0.453, -0.009, 0.237, 0.235, 0.230, 0.230, -0.069, -0.388, -0.462, 0.004, 0.230, 0.229, 0.233, 0.230, -0.043, -0.414, -0.467, 0.011, 0.234, 0.232, 0.222, 0.231, -0.031, -0.444, -0.417, -0.036, 0.230, 0.237, 0.236, 0.225], "lumo_energy_ha": 0.006, "total_charge": 0, "orbital_gap_ev": 10.0756, "smiles": "BrCCBr.BrCCBr.BrCCBr.BrCCBr.BrCCBr.BrCCBr.BrCCBr"}

[4]
{"formula": "C14H28Cl2KLiN3O4", "method": "the ωB97M-V functional and the def2-TZVPD basis", "elements": ["O", "C", "O", "N", "C", "C", "N", "C", "O", "C", "H", "H", "H", "H", "H", "H", "H", "H", "H", "H", "C", "C", "C", "C", "C", "C", "N", "O", "C", "C", "C", "H", "H", "H", "H", "H", "H", "H", "H", "H", "H", "H", "H", "H", "H", "H", "H", "H", "H", "Li", "Cl", "K", "Cl"], "xyz": [[-3.22407, 6.21102, -3.47682], [-3.18404, 4.86552, -3.40290], [-4.44128, 4.12608, -3.70369], [-1.85310, 4.17553, -3.06916], [-1.50753, 4.68861, -1.68695], [-0.88057, 3.55088, -0.67120], [-1.88174, 2.39148, -0.48480], [-2.72480, 2.14547, -1.71769], [-2.97683, 0.70711, -1.90255], [-2.00212, 2.67091, -3.11805], [-2.53302, 5.03169, -1.19461], [-0.79913, 5.62888, -1.75837], [0.17115, 3.14668, -0.99452], [-0.73032, 4.10225, 0.37425], [-1.27318, 1.55098, -0.26931], [-2.50803, 2.65348, 0.32908], [-3.76135, 2.65834, -1.53621], [-3.97082, 0.56750, -1.80851], [-0.95602, 2.10341, -3.15582], [-2.59835, 2.30040, -4.08242], [2.20217, -1.89120, 3.51542], [2.46689, -1.71422, 2.00402], [2.98649, -3.04729, 1.40474], [1.95007, -4.16057, 1.29630], [0.52099, -3.65602, 1.13936], [0.39584, -2.21962, 0.57004], [1.16563, -1.31119, 1.43848], [1.10513, 0.01384, 1.03275], [-1.10869, -1.84570, 0.65944], [0.80358, -2.21340, -0.92091], [3.63755, -0.69980, 1.85573], [1.87090, -0.95277, 3.97177], [3.10849, -2.20996, 4.04492], [1.42944, -2.63982, 3.71263], [3.39186, -2.85988, 0.40271], [3.83960, -3.42102, 1.99060], [2.21230, -4.80223, 0.44580], [2.00284, -4.80405, 2.18235], [-0.04235, -4.36745, 0.52128], [0.04110, -3.69219, 2.12600], [-1.44003, -1.79078, 1.70359], [-1.73119, -2.59695, 0.15736], [-1.32398, -0.88031, 0.18621], [0.17726, -2.91023, -1.49337], [1.84343, -2.51233, -1.08262], [0.67230, -1.22553, -1.37522], [4.54105, -1.07149, 2.35672], [3.40675, 0.26926, 2.31120], [3.89515, -0.53468, 0.80284], [-2.39519, -3.99685, -0.12724], [1.12920, 1.41886, -0.65882], [-1.06691, -0.47140, 2.29256], [1.94746, 3.52080, -1.13640]], "lowdin_charge": [-0.149, -0.467, -0.277, -0.096, -0.155, -0.249, 0.039, -0.277, -0.089, -0.096, 0.133, 0.142, -0.194, 0.146, 0.090, 0.173, 0.172, 0.123, 0.137, 0.156, -0.034, -0.485, -0.148, -0.181, -0.158, -0.496, -0.240, -0.520, -0.252, -0.014, -0.033, 0.081, 0.084, 0.073, 0.106, 0.119, 0.112, 0.110, 0.072, 0.103, -0.112, -0.033, 0.052, 0.069, 0.083, 0.049, 0.082, 0.081, 0.087, 0.172, 0.333, 0.567, 0.010], "lumo_energy_ha": 0.015, "total_charge": -1, "orbital_gap_ev": 2.2234}

[5]
{"formula": "C14H28CoGeN2O5", "method": "the ωB97M-V functional and the def2-TZVPD basis", "elements": ["Co", "O", "C", "O", "C", "C", "C", "C", "C", "O", "C", "C", "O", "O", "H", "H", "H", "H", "H", "H", "H", "H", "N", "C", "C", "N", "H", "H", "H", "H", "H", "H", "H", "H", "H", "C", "Ge", "C", "C", "C", "H", "H", "H", "H", "H", "H", "H", "H", "H", "H", "H"], "xyz": [[0.66290, -0.67893, -0.90648], [2.15657, -4.34216, -0.09597], [1.64837, -3.24336, 0.09183], [0.81446, -2.69028, -0.70533], [2.00715, -2.37280, 1.30145], [0.74100, -1.71900, 1.84293], [0.98914, -1.20351, 3.25046], [1.98031, -0.04017, 3.00052], [2.15123, 0.01320, 1.49292], [0.73141, -0.42472, 1.05309], [2.98701, -1.15188, 1.01638], [3.46773, -0.85324, -0.42065], [4.59920, -1.10599, -0.79847], [2.57425, -0.25679, -1.16844], [2.46618, -3.01892, 2.05431], [-0.20379, -2.22091, 1.62707], [0.06662, -0.84107, 3.70579], [1.35724, -1.99382, 3.91357], [1.54131, 0.91517, 3.32832], [2.92276, -0.12569, 3.53936], [2.37927, 0.98476, 1.01889], [3.86392, -1.25280, 1.66722], [0.71490, 5.05254, -0.61218], [-0.09148, 3.92710, -1.51693], [0.45185, 2.55965, -1.06210], [0.20248, 1.21901, -1.65717], [0.34267, 6.01267, -0.78294], [1.74012, 5.09264, -0.83151], [0.56611, 4.85066, 0.40611], [0.09092, 4.22548, -2.56020], [-1.14245, 4.11957, -1.29474], [0.05836, 2.42711, -0.03618], [1.53658, 2.66969, -1.03717], [0.63273, 1.23823, -2.58118], [-0.80414, 1.14468, -1.81447], [-2.70731, 0.62311, -0.02316], [-2.72696, -1.07249, -1.00236], [-2.80924, -2.52061, 0.29478], [-4.34627, -1.08339, -2.06972], [-0.98148, -1.18771, -1.91168], [-3.55442, 0.63911, 0.67917], [-2.81188, 1.48270, -0.69321], [-1.80968, 0.71907, 0.59539], [-3.81201, -2.95118, 0.33658], [-2.50788, -2.13413, 1.28002], [-2.14281, -3.32339, -0.00937], [-5.17609, -0.65921, -1.47816], [-4.64619, -2.07804, -2.36421], [-4.28918, -0.49947, -2.98599], [-1.07000, -0.64435, -2.88153], [-0.81147, -2.22615, -2.19468]], "mulliken_spin": [2.775, 0.007, 0.017, 0.036, -0.004, -0.005, 0.003, 0.002, -0.008, 0.005, 0.012, -0.008, 0.006, 0.043, -0.001, -0.002, -0.001, -0.001, 0.001, -0.001, 0.004, -0.001, 0.010, 0.019, 0.005, 0.031, -0.001, -0.002, -0.001, -0.004, 0.000, 0.002, 0.002, 0.002, -0.033, 0.017, 0.006, 0.004, 0.010, 0.077, 0.000, 0.002, -0.009, 0.000, 0.000, 0.000, 0.001, -0.002, -0.001, 0.001, -0.013], "lumo_energy_ha": [-0.077, -0.078], "total_charge": 0, "spin_multiplicity": 4, "orbital_gap_ev": [3.7898, 4.9104], "s2": 3.761}

[6]
{"formula": "C14H28F4IKNO4P", "method": "the ωB97M-V functional and the def2-TZVPD basis", "elements": ["C", "C", "O", "N", "C", "C", "C", "C", "P", "O", "O", "C", "C", "C", "O", "C", "C", "C", "I", "C", "F", "F", "C", "F", "F", "H", "H", "H", "H", "H", "H", "H", "H", "H", "H", "H", "H", "H", "H", "H", "H", "H", "H", "H", "H", "H", "H", "H", "H", "H", "H", "H", "H", "K"], "xyz": [[-1.83731, -0.88500, -3.06389], [-1.71768, -2.30989, -2.60510], [-2.68376, -2.96917, -2.58638], [-0.45518, -2.83693, -2.18846], [-0.50521, -3.47673, -0.86078], [0.80957, -3.38259, -0.08045], [1.40469, -1.95646, 0.02802], [1.21067, -1.28051, 1.40642], [0.54455, 0.54145, 1.45415], [-0.35675, 0.16425, 2.88583], [1.86335, 0.94721, 2.55825], [1.66850, 1.09386, 0.00481], [1.13799, 1.31602, -1.39812], [2.28891, 1.84389, -2.30626], [3.10666, 0.76517, -2.72952], [-0.95414, -0.01502, 0.41770], [-2.41990, 0.44063, 0.48080], [-3.20136, 0.20864, 1.77289], [-3.01344, 2.34147, -0.47326], [-0.08426, 2.37862, 1.72892], [-1.26494, 2.47160, 2.44280], [-0.03663, 3.20269, 0.57850], [0.80993, 3.21220, 2.73479], [1.93038, 3.66625, 2.24210], [0.02891, 4.42983, 2.93246], [-2.64277, -0.40098, -2.52712], [-0.94651, -0.28326, -2.92185], [-2.10910, -0.83557, -4.11344], [-0.08582, -3.46227, -2.89164], [-1.30649, -3.03553, -0.27749], [-0.70071, -4.53622, -1.01325], [0.68521, -3.78052, 0.92183], [1.53265, -4.01382, -0.59238], [2.47197, -2.11114, -0.11536], [1.08047, -1.41862, -0.85718], [0.56106, -1.91382, 2.00608], [2.16088, -1.32628, 1.92509], [0.29543, -0.20849, 3.49112], [2.69944, 0.89242, 2.08095], [2.10726, 2.04076, 0.32885], [2.55498, 0.46837, -0.07671], [0.80299, 0.42936, -1.92997], [0.33452, 2.04172, -1.52190], [2.93598, 2.47763, -1.71397], [1.84949, 2.36680, -3.15819], [2.55170, 0.05006, -3.06315], [-1.09866, -1.02099, 0.81506], [-0.77167, -0.27272, -0.61843], [-2.92934, -0.22355, -0.20032], [-4.18197, -0.18984, 1.52750], [-2.70778, -0.55138, 2.36173], [-3.38310, 1.11950, 2.32667], [0.83810, 2.79545, 3.72534], [-0.87178, 4.99150, 0.70589]], "nbo_charge": [-0.727, 0.719, -0.535, -0.731, -0.210, -0.395, -0.433, -0.737, 1.745, -1.026, -1.046, -0.769, -0.413, -0.052, -0.726, -0.812, -0.186, -0.648, -0.067, 0.382, -0.361, -0.446, 0.511, -0.314, -0.448, 0.242, 0.219, 0.243, 0.386, 0.194, 0.186, 0.207, 0.190, 0.201, 0.213, 0.200, 0.211, 0.483, 0.470, 0.205, 0.227, 0.187, 0.201, 0.171, 0.148, 0.463, 0.243, 0.225, 0.196, 0.202, 0.246, 0.222, 0.186, 0.959], "lumo_energy_ha": -0.027, "total_charge": 0, "orbital_gap_ev": 7.3451}

Total energy in eV, matching the order above: -53575.1860 -29687.1890 -995567.1154 -69194.3261 -122329.5454 -69234.0667
ΔE to the lowest compared entry with this formula, charge and spin in kJ/mol, matching the order above: 0.0 0.0 138.3 478.4 285.1 113.8